Here is 2 unconnected molecules or ions with the total composition C2H9N3 from OMol25. Energies are from ωB97M-V/def2-TZVPD.

Each line ends with the Mulliken charge.
Atoms and positions in Å:
C (-2.35084, -0.80040, -1.28712)  -0.73
N (-0.94767, -1.22989, -1.05548)  -0.54
H (-2.68211, -1.12284, -2.20654)  0.36
H (-2.57010, 0.18827, -1.05484)  0.25
H (-3.05715, -1.29724, -0.54323)  0.22
H (-0.42154, -0.47932, -0.53443)  0.15
H (-0.44030, -1.38538, -1.94064)  0.26
N (2.26683, 0.84324, 0.47626)  -0.61
C (1.61261, 0.66072, 1.77885)  0.24
N (0.67630, 1.51403, 2.16975)  -0.61
H (3.15481, 0.29336, 0.18461)  0.27
H (1.57772, 0.71775, -0.32867)  0.23
H (1.98206, -0.34650, 2.24984)  0.23
H (1.19935, 2.44419, 2.09164)  0.27

Atoms 1-3, force components in eV/Å:
C 0.26 -2.23 3.22
N 0.70 1.29 0.17
H -0.68 -0.29 -2.23

## Properties
- E_tot: -245.76417 hartree
- HOMO energy: -9.20 eV
- SMILES string: [H]/N=C\N.CN
- Frontier orbital gap: 9.8 eV
- Relative energy (zero: lowest compared OMol25 entry of this formula, charge and spin): 67.5 kcal per mole
- Lowest unoccupied orbital energy: 0.59 eV